The following is a quantum chemistry calculation of C10H5ClMnNO5 as an isolated structure in a non-equilibrium geometry, from the OMol25 dataset.

Atoms and positions in Å:
O: 1.0724 0.5412 -5.4080
C: 0.5663 0.2688 -4.4164
Mn: -0.6967 -1.2669 -0.4329
O: -2.0107 0.5597 -2.4212
C: -1.5062 -0.1582 -1.6581
C: -2.1076 -1.4145 0.7193
O: -2.9413 -1.3203 1.5295
C: 0.4709 -2.4648 0.3545
O: 1.0425 -3.2326 1.0175
C: -1.2876 -2.6867 -1.4388
O: -1.7378 -3.5896 -2.0058
H: 0.4620 -1.5739 -1.4969
Cl: 1.7098 3.7350 -0.2223
C: 1.1524 2.4033 0.6835
C: 1.2480 2.3450 2.0713
C: 0.7767 1.2105 2.7311
C: 0.2095 0.1706 1.9895
N: 0.0891 0.2663 0.6572
C: 0.5735 1.3329 -0.0197
H: 1.6934 3.1826 2.5966
H: 0.8350 1.0919 3.8057
H: -0.1344 -0.7458 2.4769
H: 0.5209 1.3455 -1.1124

Output
Charge = +1
⟨S²⟩ = 8.839
HOMO energy (alpha / beta) = -0.3540 / -0.5017 hartree
2S+1 = 6
Gap between HOMO and LUMO (alpha / beta) = 0.22116 / 0.22084 Ha
Relative energy (zero: lowest compared OMol25 entry of this formula, charge and spin) = 0.00 kcal/mol
Maximum force = 0.1717 Eh/bohr